[1]
# C20H28DyN2Si

A molecular structure, C20H28DyN2Si in a non-equilibrium geometry (ωB97M-V with the def2-TZVPD basis set, the OMol25 dataset).

Values from the calculation:
Molar mass ... 487.044 g mol⁻¹
E_tot ... -2062.4699 Ha

ORCA input file:
```
! wB97M-V def2-TZVPD RIJCOSX def2/J DEFGRID3
* xyz 1 6
C 2.96 -2.23 -1.57
C 1.55 -2.04 -1.80
C 1.37 -0.70 -2.31
H 0.76 -2.78 -1.65
C 2.66 -0.06 -2.38
C 3.65 -1.00 -1.91
H 4.73 -0.88 -1.95
H 3.44 -3.19 -1.37
H 0.40 -0.23 -2.52
H 2.86 0.96 -2.71
Dy 2.06 -0.55 -0.20
C -0.66 0.32 3.30
H -0.85 -1.52 -0.49
H -0.40 0.61 4.39
H 0.12 -0.44 2.94
Si -1.15 0.34 -0.72
C -2.94 0.03 0.31
C -3.65 -0.72 -0.65
H -3.21 -0.86 -1.65
C -4.83 -1.42 -0.38
H -5.22 -2.11 -1.12
C -5.51 -1.23 0.81
H -6.37 -1.86 1.05
C -4.89 -0.42 1.78
H -5.40 -0.33 2.75
C -3.69 0.28 1.51
H -3.40 1.01 2.28
C -1.57 2.31 -1.15
C -2.91 2.77 -1.31
H -3.78 2.21 -0.98
C -3.23 3.92 -2.09
H -4.26 4.16 -2.38
C -2.24 4.80 -2.49
H -2.44 5.67 -3.12
C -0.93 4.50 -2.10
H -0.15 5.21 -2.34
C -0.58 3.31 -1.40
H 0.46 3.16 -1.12
H -1.68 0.00 3.16
H -0.54 1.20 2.70
N 4.42 -0.46 0.91
C 5.02 -1.70 1.57
C 3.91 -2.47 2.23
N 2.71 -2.50 1.27
H 4.39 0.29 1.61
H 5.08 -0.05 0.26
H 5.55 -2.27 0.81
H 5.79 -1.44 2.31
H 4.22 -3.48 2.46
H 3.60 -2.02 3.17
H 1.89 -2.86 1.72
H 2.86 -3.22 0.56
*
```


[2]
# C20H28F3HoO2

A molecular structure, C20H28F3HoO2 in a non-equilibrium geometry (ωB97M-V with the def2-TZVPD basis set, the OMol25 dataset).

Values from the calculation:
Energy above the lowest of the compared OMol25 structures with the same formula, charge and spin ... 2.108 eV
Molar mass ... 522.366 g mol⁻¹
E_tot ... -2176.8701 Ha

ORCA input file:
```
! wB97M-V def2-TZVPD RIJCOSX def2/J DEFGRID3
* xyz 0 5
O 0.59 -0.80 -1.28
C 1.05 0.34 -2.19
C 0.85 -0.40 -3.46
H 2.06 0.55 -1.85
H 0.37 1.18 -2.15
C 0.60 -1.62 -2.56
H 1.78 -0.37 -4.05
H -0.04 -0.02 -4.00
C 1.84 -2.49 -2.65
H 2.71 -1.83 -2.66
H 1.81 -3.08 -3.58
H 1.99 -3.19 -1.81
C -0.75 -2.31 -2.69
H -1.52 -1.54 -2.77
H -0.98 -2.98 -1.84
H -0.78 -2.92 -3.61
Ho 0.32 -0.89 0.78
C -1.44 -1.09 3.22
C -1.34 0.33 3.29
C -1.95 0.87 2.14
H -0.92 0.88 4.14
C -2.39 -0.21 1.31
C -2.09 -1.43 1.99
H -2.37 -2.43 1.66
H -1.13 -1.78 4.01
H -2.12 1.95 1.97
H -2.99 -0.11 0.40
C 1.27 -2.14 2.47
C 0.54 -3.04 1.64
C 1.20 -3.11 0.40
H -0.39 -3.56 1.91
C 2.35 -2.25 0.46
C 2.38 -1.65 1.73
H 3.17 -0.98 2.09
H 1.07 -1.89 3.51
H 0.88 -3.76 -0.42
H 3.13 -2.15 -0.31
O -0.14 2.55 -1.03
C -1.56 2.26 -1.22
C -2.26 3.53 -0.76
H -1.86 1.37 -0.61
H -1.73 2.02 -2.30
C -1.17 4.46 -0.09
H -3.04 3.26 -0.04
H -2.71 4.03 -1.62
C 0.12 3.65 -0.12
H -1.48 4.77 0.91
H -1.07 5.36 -0.70
H 0.37 3.25 0.90
H 0.99 4.17 -0.55
F 0.88 2.27 2.89
C 1.48 1.05 2.71
F 1.62 0.57 4.00
F 2.77 1.35 2.34
*
```


[3]
# C20H28F3NO2S

A single C20H28F3NO2S molecule (ωB97M-V with the def2-TZVPD basis set, the OMol25 dataset).

Values from the calculation:
Energy above the lowest of the compared OMol25 structures with the same formula, charge and spin ... 0.057 eV
Molar mass ... 403.510 g mol⁻¹
Structure (SMILES) ... CCOC(=O)C1(Cc2ccccc2C(F)(F)F)CCN([C@H](C)CSC)CC1
E_tot ... -1681.9650 Ha

ORCA input file:
```
! wB97M-V def2-TZVPD RIJCOSX def2/J DEFGRID3
* xyz 0 1
C -0.43 -3.99 1.54
C -1.53 -3.04 1.10
O -0.95 -1.99 0.32
C -1.51 -0.78 0.39
O -2.48 -0.54 1.06
C -0.81 0.24 -0.50
C -1.65 0.37 -1.80
C -1.86 -0.93 -2.53
C -2.77 -1.84 -2.00
C -2.98 -3.08 -2.57
C -2.28 -3.44 -3.71
C -1.42 -2.53 -4.30
C -1.22 -1.28 -3.72
C -0.36 -0.30 -4.47
F 0.75 0.08 -3.81
F 0.07 -0.78 -5.65
F -1.02 0.84 -4.76
C -0.82 1.59 0.23
C 0.09 1.55 1.45
N 1.44 1.23 1.04
C 2.48 1.51 2.02
C 2.28 0.89 3.40
C 2.74 3.02 2.11
S 1.67 3.92 3.29
C 2.40 5.57 3.06
C 1.49 -0.10 0.48
C 0.64 -0.14 -0.79
H -0.86 -4.81 2.10
H 0.30 -3.47 2.17
H 0.09 -4.38 0.67
H -2.04 -2.60 1.97
H -2.27 -3.56 0.48
H -2.63 0.78 -1.53
H -1.15 1.11 -2.44
H -3.34 -1.56 -1.13
H -3.69 -3.76 -2.13
H -2.42 -4.41 -4.16
H -0.91 -2.78 -5.21
H -0.46 2.36 -0.46
H -1.83 1.84 0.54
H 0.08 2.52 1.94
H -0.31 0.80 2.16
H 3.40 1.08 1.59
H 1.40 1.31 3.88
H 3.14 1.08 4.03
H 2.15 -0.19 3.32
H 2.60 3.47 1.13
H 3.76 3.19 2.45
H 2.29 5.88 2.02
H 1.86 6.25 3.71
H 3.45 5.54 3.34
H 2.52 -0.33 0.22
H 1.13 -0.86 1.19
H 0.69 -1.13 -1.24
H 1.05 0.58 -1.49
*
```


[4]
# C20H28N2O4S2

A single C20H28N2O4S2 molecule (ωB97M-V with the def2-TZVPD basis set, the OMol25 dataset).

Values from the calculation:
Energy above the lowest of the compared OMol25 structures with the same formula, charge and spin ... 0.044 eV
Molar mass ... 424.588 g mol⁻¹
Structure (SMILES) ... CC[C@@H]1Sc2ccc(S(=O)(=O)CCC(=O)NC3CCCCCC3)cc2NC1=O
E_tot ... -1985.8097 Ha

ORCA input file:
```
! wB97M-V def2-TZVPD RIJCOSX def2/J DEFGRID3
* xyz 0 1
C -8.25 -0.77 1.10
C -7.75 -0.99 -0.33
C -6.31 -0.53 -0.54
S -5.19 -1.41 0.62
C -3.69 -0.65 0.12
C -2.49 -1.36 0.22
C -1.30 -0.77 -0.14
C -1.31 0.53 -0.61
S 0.22 1.35 -1.08
O 1.22 0.33 -1.27
O -0.05 2.22 -2.19
C 0.64 2.39 0.36
C 0.77 1.59 1.64
C 2.22 1.21 1.98
O 2.75 1.56 3.01
N 2.81 0.46 1.04
C 4.20 0.05 1.07
C 4.96 0.85 0.00
C 6.28 0.23 -0.46
C 6.10 -0.75 -1.62
C 5.49 -2.09 -1.23
C 4.14 -1.99 -0.51
C 4.27 -1.48 0.92
C -2.48 1.25 -0.72
C -3.69 0.67 -0.35
N -4.86 1.41 -0.40
C -6.15 0.97 -0.40
O -7.07 1.75 -0.36
H -7.63 -1.31 1.81
H -9.27 -1.12 1.19
H -8.22 0.29 1.34
H -8.38 -0.43 -1.02
H -7.82 -2.05 -0.58
H -5.98 -0.81 -1.54
H -2.52 -2.37 0.60
H -0.36 -1.30 -0.09
H -0.16 3.12 0.40
H 1.57 2.90 0.09
H 0.17 0.68 1.57
H 0.40 2.17 2.49
H 2.31 0.25 0.18
H 4.57 0.32 2.07
H 4.31 0.97 -0.87
H 5.14 1.84 0.41
H 6.78 -0.26 0.37
H 6.93 1.04 -0.81
H 7.07 -0.94 -2.08
H 5.47 -0.28 -2.38
H 5.36 -2.69 -2.14
H 6.18 -2.63 -0.59
H 3.70 -2.99 -0.48
H 3.46 -1.36 -1.08
H 5.22 -1.83 1.34
H 3.48 -1.89 1.54
H -2.45 2.26 -1.10
H -4.75 2.42 -0.46
*
```


[5]
# C20H28N2O6

A single C20H28N2O6 molecule (ωB97M-V with the def2-TZVPD basis set, the OMol25 dataset).

Values from the calculation:
Energy above the lowest of the compared OMol25 structures with the same formula, charge and spin ... 5.035 eV
Molar mass ... 392.452 g mol⁻¹
Structure (SMILES) ... CCOC(=O)CN1CCN(C(=O)/C=C/c2cc(OC)c(OC)c(OC)c2)CC1
E_tot ... -1339.8124 Ha

ORCA input file:
```
! wB97M-V def2-TZVPD RIJCOSX def2/J DEFGRID3
* xyz 0 1
C -7.42 -3.31 -0.61
C -7.99 -1.95 -0.23
O -7.18 -0.88 -0.73
C -6.11 -0.54 0.00
O -5.81 -1.06 1.04
C -5.37 0.59 -0.70
N -4.27 1.11 0.08
C -3.17 0.17 0.20
C -2.13 0.74 1.17
N -1.65 2.00 0.67
C -0.42 2.33 0.21
O -0.18 3.46 -0.19
C 0.63 1.28 0.21
C 1.90 1.63 0.03
C 3.05 0.75 -0.03
C 2.96 -0.63 0.07
C 4.09 -1.45 0.02
O 3.79 -2.77 0.12
C 4.80 -3.76 0.11
C 5.35 -0.87 -0.14
O 6.48 -1.67 -0.24
C 7.49 -1.45 0.73
C 5.45 0.53 -0.27
O 6.71 1.02 -0.47
C 6.87 2.41 -0.67
C 4.32 1.32 -0.20
C -2.74 2.95 0.52
C -3.79 2.38 -0.43
H -8.09 -4.09 -0.27
H -6.45 -3.45 -0.13
H -7.30 -3.38 -1.69
H -8.07 -1.86 0.86
H -8.97 -1.80 -0.69
H -6.09 1.39 -0.87
H -5.05 0.21 -1.69
H -2.69 -0.03 -0.77
H -3.56 -0.77 0.61
H -2.62 0.91 2.14
H -1.32 0.03 1.32
H 0.34 0.25 0.32
H 2.11 2.69 -0.08
H 2.01 -1.12 0.20
H 5.40 -3.72 -0.79
H 5.45 -3.68 0.99
H 4.26 -4.71 0.15
H 8.22 -2.24 0.57
H 7.09 -1.51 1.74
H 7.98 -0.48 0.59
H 7.93 2.56 -0.84
H 6.56 2.98 0.22
H 6.31 2.76 -1.54
H 4.39 2.39 -0.30
H -3.20 3.13 1.50
H -2.33 3.88 0.13
H -3.34 2.27 -1.44
H -4.63 3.07 -0.51
*
```


[6]
# C20H28N3O4RuS2SbSe4Si

A molecular structure, C20H28N3O4RuS2SbSe4Si in a non-equilibrium geometry (ωB97M-V with the def2-TZVPD basis set, the OMol25 dataset).

Values from the calculation:
Energy above the lowest of the compared OMol25 structures with the same formula, charge and spin ... 1.583 eV
Molar mass ... 1005.351 g mol⁻¹
E_tot ... -12270.9565 Ha

ORCA input file:
```
! wB97M-V def2-TZVPD RIJCOSX def2/J DEFGRID3
* xyz -2 5
Ru -1.23 -0.85 1.63
C 5.15 2.37 -0.83
C 4.13 1.31 -0.61
C 2.79 1.54 -0.37
C 1.89 0.46 -0.39
C 2.34 -0.80 -0.56
C 3.64 -1.04 -0.89
C 4.53 0.02 -0.90
S 1.14 -2.11 -0.68
O 0.10 -1.64 -1.59
O 1.84 -3.31 -0.98
N 0.40 -2.19 0.79
C 1.37 -2.37 1.89
C 1.52 -1.02 2.66
O 2.33 -0.72 3.47
O 0.45 -0.23 2.53
H 5.24 3.23 -0.17
H 5.18 2.76 -1.89
H 6.14 1.90 -0.71
H 2.35 2.50 -0.16
H 0.87 0.62 -0.16
H 3.86 -2.07 -1.06
H 5.57 -0.14 -1.05
H 2.27 -2.87 1.52
H 0.94 -3.03 2.64
Se -1.77 -6.93 -1.85
Sb -1.70 -4.62 -0.10
Se -2.91 -1.29 -0.10
Se -2.93 -2.78 1.64
Se -3.57 -6.17 -0.34
N -1.20 -2.86 -3.67
C -1.66 -2.09 -4.64
S -1.12 -2.33 -6.22
N -2.54 -1.06 -4.27
C -2.22 0.11 -3.63
C -1.02 0.73 -3.71
C -0.80 1.99 -3.11
C -1.83 2.62 -2.40
C -3.07 2.00 -2.33
C -3.26 0.78 -2.90
H -0.55 -3.63 -3.87
H -1.50 -2.73 -2.67
H -3.50 -1.24 -4.44
H -0.15 0.25 -4.19
H 0.18 2.54 -3.22
H -1.65 3.62 -1.94
H -3.87 2.51 -1.80
H -4.19 0.29 -2.71
C -0.18 0.93 4.96
Si -1.11 1.58 3.51
C 0.06 2.31 2.18
C -2.24 3.04 4.11
C -2.26 0.28 3.05
H -0.70 1.14 5.88
H 0.82 1.36 4.90
H -0.07 -0.13 4.73
H -0.22 3.36 2.12
H -0.12 1.88 1.16
H 1.04 2.11 2.57
H -2.92 3.22 3.19
H -1.63 3.88 4.46
H -2.87 2.77 4.98
H -3.29 0.79 2.78
H -2.30 -0.56 3.74
*
```


[7]
# C20H28NO4

A gas-phase ion, C20H28NO4 (charge +1) (ωB97M-V with the def2-TZVPD basis set, the OMol25 dataset).

Values from the calculation:
Energy above the lowest of the compared OMol25 structures with the same formula, charge and spin ... 0.000 eV
Molar mass ... 346.447 g mol⁻¹
Structure (SMILES) ... CC[C@H](CO)[NH2+]Cc1ccc(OC[C@@H](O)c2ccccc2)c(OC)c1
E_tot ... -1134.3802 Ha

ORCA input file:
```
! wB97M-V def2-TZVPD RIJCOSX def2/J DEFGRID3
* xyz 1 1
C -6.14 -0.60 -0.19
C -4.80 -1.31 -0.02
C -3.61 -0.48 -0.50
C -2.29 -1.23 -0.32
O -1.91 -1.07 1.03
N -3.52 0.76 0.32
C -2.93 1.96 -0.33
C -1.45 1.81 -0.49
C -0.87 1.58 -1.73
C 0.50 1.43 -1.85
C 1.31 1.49 -0.73
O 2.66 1.45 -0.75
C 3.35 0.55 -1.61
C 3.81 -0.65 -0.76
O 4.64 -0.20 0.27
C 2.60 -1.43 -0.25
C 2.29 -1.45 1.10
C 1.21 -2.20 1.55
C 0.45 -2.93 0.65
C 0.75 -2.89 -0.70
C 1.82 -2.14 -1.15
C 0.73 1.69 0.55
O 1.60 1.70 1.58
C 1.12 1.95 2.88
C -0.64 1.86 0.65
H -6.26 0.25 0.48
H -6.28 -0.27 -1.22
H -6.95 -1.29 0.04
H -4.65 -1.59 1.02
H -4.82 -2.23 -0.61
H -3.75 -0.20 -1.55
H -1.51 -0.83 -0.99
H -2.43 -2.29 -0.56
H -1.06 -1.52 1.17
H -4.46 0.97 0.68
H -2.90 0.47 1.10
H -3.15 2.82 0.30
H -3.42 2.11 -1.30
H -1.49 1.55 -2.62
H 0.93 1.29 -2.83
H 2.73 0.22 -2.45
H 4.23 1.08 -1.99
H 4.42 -1.32 -1.38
H 4.24 0.59 0.65
H 2.90 -0.92 1.80
H 1.00 -2.24 2.61
H -0.35 -3.58 1.01
H 0.16 -3.47 -1.40
H 2.07 -2.14 -2.20
H 2.00 1.94 3.52
H 0.64 2.93 2.95
H 0.42 1.17 3.20
H -1.09 2.03 1.61
*
```


[8]
# C20H28NO5P

A single C20H28NO5P molecule in a non-equilibrium geometry (ωB97M-V with the def2-TZVPD basis set, the OMol25 dataset).

Values from the calculation:
Energy above the lowest of the compared OMol25 structures with the same formula, charge and spin ... 0.753 eV
Molar mass ... 393.420 g mol⁻¹
Structure (SMILES) ... COCCCCCCCCCc1cc(P(=N)(O)O)cc2c1C(=O)C=CC2=O
E_tot ... -1551.2244 Ha

ORCA input file:
```
! wB97M-V def2-TZVPD RIJCOSX def2/J DEFGRID3
* xyz 0 1
C -2.14 3.66 5.02
O -3.02 3.82 3.92
C -3.47 2.60 3.37
C -2.57 2.07 2.27
C -3.25 0.91 1.54
C -2.26 -0.09 0.94
C -1.78 -1.16 1.93
C -1.63 -2.56 1.34
C -0.34 -2.73 0.51
C -0.56 -2.42 -0.97
C 0.63 -2.79 -1.88
C 1.52 -1.59 -2.10
C 1.25 -0.75 -3.19
C 1.97 0.42 -3.43
P 1.57 1.43 -4.88
N 2.57 2.52 -5.29
O 0.09 1.98 -4.63
O 1.37 0.37 -6.07
C 2.98 0.78 -2.54
C 3.26 -0.03 -1.44
C 2.56 -1.23 -1.22
C 2.99 -2.07 -0.07
O 2.96 -3.27 -0.06
C 3.53 -1.31 1.09
C 4.15 -0.15 0.89
C 4.32 0.36 -0.48
O 5.27 1.03 -0.79
H -2.01 4.63 5.47
H -1.17 3.30 4.68
H -2.54 2.96 5.75
H -4.46 2.79 2.98
H -3.56 1.84 4.16
H -1.60 1.79 2.68
H -2.39 2.90 1.59
H -3.96 0.41 2.20
H -3.83 1.33 0.73
H -1.43 0.49 0.54
H -2.77 -0.59 0.11
H -0.83 -0.83 2.36
H -2.49 -1.20 2.76
H -2.48 -2.81 0.72
H -1.56 -3.25 2.18
H 0.39 -2.04 0.94
H 0.07 -3.73 0.63
H -1.47 -2.90 -1.31
H -0.73 -1.35 -1.05
H 0.25 -3.11 -2.85
H 1.19 -3.61 -1.46
H 0.46 -1.02 -3.88
H 3.36 2.57 -4.66
H -0.46 1.38 -4.10
H 0.49 -0.02 -6.07
H 3.56 1.68 -2.67
H 3.43 -1.77 2.06
H 4.56 0.39 1.72
*
```


[9]
# C20H28NRu

A molecular structure, C20H28NRu in a non-equilibrium geometry (ωB97M-V with the def2-TZVPD basis set, the OMol25 dataset).

Values from the calculation:
Molar mass ... 383.521 g mol⁻¹
E_tot ... -927.7482 Ha

ORCA input file:
```
! wB97M-V def2-TZVPD RIJCOSX def2/J DEFGRID3
* xyz 2 6
C 0.54 -2.65 -2.23
H 0.40 -3.74 -2.19
H -0.06 -2.27 -3.06
H 0.14 -2.22 -1.30
C 2.02 -2.30 -2.42
H 2.14 -1.21 -2.42
H 2.59 -2.66 -1.56
C 2.60 -2.88 -3.71
H 3.66 -2.62 -3.82
H 2.53 -3.97 -3.71
H 2.07 -2.51 -4.59
C -0.65 2.09 -0.11
C 0.34 2.33 -1.15
C -0.14 1.70 -2.29
C -1.48 1.20 -2.03
C -1.84 1.51 -0.72
C -3.16 1.33 -0.06
C -2.34 0.54 -3.06
C 0.53 1.63 -3.62
C 1.59 3.13 -0.99
C -0.62 2.71 1.25
Ru -0.01 0.15 -0.57
H -3.18 0.00 -2.61
H -2.76 1.28 -3.75
H -1.79 -0.18 -3.66
H -3.74 0.54 -0.52
H -3.06 1.08 1.00
H -3.76 2.25 -0.12
H 0.39 2.76 1.65
H -1.01 3.73 1.22
H -1.22 2.15 1.97
H 2.35 2.84 -1.72
H 1.40 4.19 -1.12
H 2.03 3.00 0.00
H 0.40 0.65 -4.09
H 0.12 2.37 -4.31
H 1.60 1.81 -3.55
N 0.06 -0.33 1.43
C 0.10 -0.68 2.53
C 0.12 -1.09 3.90
C 1.10 -0.59 4.75
C 1.09 -0.96 6.10
C 0.11 -1.82 6.59
C -0.87 -2.34 5.72
C -0.86 -1.97 4.37
H 1.86 0.08 4.38
H 1.85 -0.56 6.77
H 0.10 -2.10 7.63
H -1.63 -3.01 6.10
H -1.62 -2.36 3.71
*
```